A structure of composition C2H2CoO2. Source: the OMol25 dataset; level of theory: wB97M-V/def2-TZVPD.

Output
LUMO level (spin up / spin down)	-6.74 / -7.21	eV
⟨S²⟩	6.01
2S+1	5
HOMO energy (spin up / spin down)	-15.05 / -15.75	eV
charge	+1
calculated total energy	-43816.2634	eV
orbital gap (spin up / spin down)	8.3 / 8.5	eV
energy above the lowest of the compared OMol25 structures with the same formula, charge and spin	198.8	kJ/mol

Last column: Mulliken spin population.
Positions of all 7 atoms, in Å:
H 1.10 -0.99 -0.59  -0.01
O 0.79 0.66 0.74  0.29
C 0.39 -0.55 0.19  0.15
C -0.81 -0.52 -0.73  0.69
O -1.31 0.66 -0.83  0.12
H 0.19 -1.35 0.95  -0.01
Co -0.35 2.09 0.27  2.77

A cluster of 5 separate species, C30H25F5 in total. Source: the OMol25 dataset; level of theory: wB97M-V/def2-TZVPD.

Output
LUMO level	0.43	eV
structure (SMILES)	Fc1ccccc1.Fc1ccccc1.Fc1ccccc1.Fc1ccccc1.Fc1ccccc1
HOMO energy	-8.89	eV
calculated total energy	-45100.4569	eV
orbital gap	9.3	eV
energy above the lowest of the compared OMol25 structures with the same formula, charge and spin	192.7	kJ/mol

Last column: Mulliken charge in e.
Positions of all 60 atoms, in Å:
F 12.10 3.02 9.70  -0.29
C 11.35 3.85 10.40  0.42
C 11.42 3.75 11.82  -0.39
C 10.67 4.57 12.53  -0.35
C 9.89 5.49 11.96  -0.42
C 9.70 5.58 10.55  -0.37
C 10.48 4.79 9.73  -0.52
H 12.11 3.04 12.25  0.40
H 10.81 4.57 13.60  0.36
H 9.37 6.17 12.62  0.33
H 9.03 6.33 10.15  0.42
H 10.27 4.87 8.67  0.42
F 6.15 4.04 5.68  -0.31
C 4.91 4.65 5.67  0.38
C 4.01 4.33 4.65  -0.50
C 2.78 5.05 4.62  -0.31
C 2.52 6.03 5.52  -0.40
C 3.42 6.33 6.54  -0.37
C 4.66 5.66 6.58  -0.39
H 4.09 3.58 3.87  0.39
H 2.09 4.92 3.80  0.34
H 1.57 6.54 5.40  0.34
H 3.14 7.04 7.31  0.37
H 5.32 5.81 7.43  0.45
F 8.90 11.48 3.93  -0.31
C 8.70 10.22 3.39  0.58
C 8.97 9.08 4.02  -0.52
C 8.71 7.84 3.40  -0.25
C 8.14 7.83 2.16  -0.62
C 7.77 9.04 1.56  -0.31
C 8.10 10.29 2.18  -0.44
H 9.52 9.13 4.95  0.41
H 8.90 6.93 3.95  0.39
H 7.67 6.91 1.83  0.34
H 7.41 8.97 0.55  0.34
H 7.92 11.23 1.67  0.40
F 5.73 10.84 8.82  -0.30
C 6.97 11.15 9.33  0.34
C 7.83 11.87 8.58  -0.24
C 9.08 12.21 9.10  -0.57
C 9.51 11.64 10.34  -0.34
C 8.58 10.99 11.12  -0.48
C 7.37 10.70 10.58  -0.30
H 7.52 12.09 7.57  0.44
H 9.85 12.73 8.56  0.35
H 10.49 11.65 10.80  0.36
H 8.82 10.65 12.11  0.37
H 6.66 10.20 11.23  0.37
F 12.57 7.58 15.36  -0.29
C 13.38 7.06 16.29  0.49
C 12.84 6.39 17.43  -0.49
C 13.76 5.67 18.23  -0.29
C 15.13 5.62 17.87  -0.46
C 15.63 6.42 16.82  -0.29
C 14.74 7.17 16.08  -0.42
H 11.77 6.29 17.51  0.37
H 13.48 5.05 19.06  0.35
H 15.78 4.99 18.47  0.34
H 16.71 6.50 16.73  0.36
H 15.23 7.58 15.20  0.33

The ion C4H3NO3S with charge -2. Source: the OMol25 dataset; level of theory: wB97M-V/def2-TZVPD.

Output
LUMO level	5.84	eV
structure (SMILES)	O=C([O-])[C@@H]1S[C@H]1/C=N/[O-]
HOMO energy	0.26	eV
charge	-2
calculated total energy	-22660.2562	eV
orbital gap	5.6	eV
energy above the lowest of the compared OMol25 structures with the same formula, charge and spin	104.8	kJ/mol

Last column: Mulliken charge in e.
Positions of all 12 atoms, in Å:
C -1.24 0.71 1.15  -0.43
C -0.03 0.06 0.51  0.18
C 2.37 -1.45 0.72  0.47
C 0.78 -1.10 1.11  -0.60
N -1.24 1.87 0.65  -0.37
O 2.54 -1.30 -0.48  -0.66
O -2.18 2.75 1.00  -0.75
O 2.98 -1.89 1.69  -0.72
S -0.30 -1.63 -0.19  -0.41
H -1.92 0.52 2.08  0.40
H 0.33 0.70 -0.30  0.38
H 0.94 -1.55 2.01  0.50

A cluster of 9 separate species, C36H96B3F12N6O12 in total. Source: the OMol25 dataset; level of theory: wB97M-V/def2-TZVPD.

Output
LUMO level	-4.67	eV
HOMO energy	-11.38	eV
charge	+3
calculated total energy	-107016.8143	eV
orbital gap	6.7	eV
energy above the lowest of the compared OMol25 structures with the same formula, charge and spin	1209.3	kJ/mol

Last column: Mulliken charge in e.
Positions of all 165 atoms, in Å:
C -8.77 10.00 1.14  -0.70
O -7.74 8.99 1.33  -0.37
C -6.34 9.39 1.22  -0.56
C -5.35 8.28 1.35  -0.64
N -5.95 7.01 0.63  -0.31
H -6.93 6.85 0.86  0.50
H -5.97 7.37 -0.31  0.37
C -5.17 5.68 0.75  -0.57
C -6.32 4.62 0.74  -0.53
O -7.30 4.90 1.67  -0.37
C -6.96 4.28 2.84  -0.85
H -9.41 10.26 1.98  0.27
H -9.46 9.70 0.34  0.27
H -8.28 10.93 0.85  0.31
H -6.26 10.11 2.03  0.47
H -6.15 10.06 0.38  0.46
H -5.14 7.88 2.34  0.44
H -4.44 8.59 0.83  0.31
H -4.43 5.75 1.54  0.38
H -4.57 5.68 -0.16  0.35
H -5.92 3.61 0.82  0.45
H -6.80 4.70 -0.23  0.34
H -5.95 4.41 3.24  0.37
H -7.45 3.33 3.01  0.33
H -7.58 4.87 3.51  0.30
C 5.88 0.40 8.64  -0.62
O 5.38 0.33 7.25  -0.36
C 5.54 1.57 6.47  -0.48
C 4.34 2.56 6.62  -0.62
N 3.00 1.88 6.55  -0.14
H 2.25 2.53 6.34  0.42
H 3.08 1.22 5.79  0.34
C 2.49 0.95 7.67  -0.81
C 2.28 1.61 9.07  -0.60
O 3.41 2.24 9.42  -0.19
C 3.25 3.21 10.46  -0.82
H 5.52 -0.51 9.12  0.26
H 5.44 1.22 9.20  0.20
H 6.97 0.46 8.69  0.35
H 5.58 1.27 5.42  0.37
H 6.48 2.08 6.67  0.35
H 4.23 3.32 5.85  0.51
H 4.43 3.26 7.46  0.23
H 3.15 0.08 7.71  0.32
H 1.48 0.64 7.41  0.51
H 2.08 0.95 9.92  0.38
H 1.42 2.24 8.84  0.47
H 3.97 4.02 10.34  0.27
H 3.40 2.64 11.38  0.29
H 2.26 3.66 10.37  0.37
C -10.89 -7.33 -7.40  -0.72
O -10.31 -6.79 -6.25  -0.38
C -8.92 -6.64 -6.31  -0.46
C -8.48 -5.66 -7.38  -0.79
N -9.24 -4.33 -7.20  -0.16
H -8.95 -3.71 -7.94  0.38
H -10.23 -4.49 -7.32  0.41
C -8.99 -3.71 -5.76  -0.70
C -7.41 -3.60 -5.47  -0.51
O -6.75 -2.71 -6.46  -0.32
C -5.43 -2.43 -6.14  -0.79
H -10.64 -6.79 -8.32  0.31
H -11.95 -7.43 -7.19  0.26
H -10.63 -8.39 -7.47  0.34
H -8.53 -7.64 -6.47  0.51
H -8.65 -6.37 -5.28  0.25
H -8.83 -5.91 -8.38  0.52
H -7.40 -5.71 -7.33  0.24
H -9.50 -4.42 -5.11  0.39
H -9.52 -2.76 -5.65  0.43
H -6.85 -4.53 -5.57  0.29
H -7.24 -3.30 -4.44  0.54
H -5.39 -1.94 -5.17  0.34
H -4.92 -1.78 -6.85  0.28
H -4.82 -3.30 -5.91  0.32
C 5.25 4.45 -5.80  -0.79
O 6.40 4.65 -6.68  -0.35
C 7.62 4.83 -5.88  -0.46
C 8.79 5.18 -6.83  -0.71
N 8.45 6.19 -7.97  -0.20
H 8.82 5.91 -8.86  0.40
H 7.47 6.13 -8.22  0.42
C 8.86 7.64 -7.80  -0.75
C 8.11 8.65 -8.64  -0.54
O 6.71 8.51 -8.32  -0.30
C 5.83 9.18 -9.14  -0.77
H 4.37 4.53 -6.44  0.28
H 5.09 5.11 -4.94  0.33
H 5.16 3.46 -5.34  0.32
H 7.85 4.00 -5.21  0.45
H 7.49 5.62 -5.14  0.37
H 8.89 4.22 -7.33  0.36
H 9.69 5.63 -6.40  0.43
H 9.89 7.50 -8.13  0.45
H 8.87 7.78 -6.72  0.40
H 8.28 8.45 -9.69  0.38
H 8.37 9.67 -8.34  0.40
H 4.81 8.79 -9.16  0.26
H 6.08 9.11 -10.20  0.32
H 5.76 10.22 -8.81  0.30
C -8.07 -4.44 1.67  -0.74
O -6.81 -4.86 1.23  -0.30
C -5.97 -5.51 2.19  -0.60
C -4.47 -5.52 1.80  -0.50
N -3.51 -6.01 2.88  -0.12
H -3.23 -5.25 3.47  0.40
H -3.98 -6.74 3.40  0.38
C -2.20 -6.56 2.34  -0.72
C -1.34 -7.27 3.49  -0.58
O -0.93 -6.25 4.47  -0.33
C 0.38 -6.46 4.93  -0.76
H -8.60 -5.32 2.01  0.33
H -8.62 -3.88 0.91  0.23
H -8.06 -3.90 2.61  0.34
H -6.23 -6.56 2.33  0.36
H -6.07 -5.03 3.17  0.45
H -4.11 -4.53 1.53  0.35
H -4.22 -6.24 1.02  0.28
H -1.55 -5.80 1.91  0.32
H -2.41 -7.36 1.63  0.45
H -0.43 -7.75 3.12  0.48
H -1.80 -8.12 3.99  0.37
H 0.70 -7.50 4.83  0.37
H 0.38 -6.29 6.01  0.26
H 1.08 -5.73 4.55  0.25
C 9.53 -6.21 2.70  -0.76
O 9.13 -6.68 1.45  -0.35
C 9.89 -6.15 0.44  -0.42
C 9.58 -6.90 -0.82  -0.69
N 8.41 -6.19 -1.55  -0.32
H 8.53 -5.20 -1.71  0.39
H 8.54 -6.53 -2.50  0.40
C 6.92 -6.37 -1.04  -0.47
C 6.02 -5.67 -2.03  -0.61
O 6.32 -6.26 -3.28  -0.29
C 5.50 -5.73 -4.26  -0.83
H 10.13 -6.91 3.28  0.26
H 8.66 -6.03 3.33  0.25
H 10.04 -5.27 2.53  0.38
H 10.89 -6.38 0.82  0.53
H 9.63 -5.10 0.38  0.33
H 9.22 -7.91 -0.67  0.34
H 10.43 -6.84 -1.50  0.39
H 6.93 -5.78 -0.13  0.35
H 6.83 -7.45 -1.13  0.38
H 6.38 -4.64 -1.99  0.37
H 5.03 -5.74 -1.59  0.42
H 5.84 -6.11 -5.23  0.27
H 5.51 -4.65 -4.40  0.36
H 4.43 -5.87 -4.09  0.32
B -4.54 -1.68 7.90  0.63
F -4.33 -1.73 6.50  -0.43
F -4.48 -0.46 8.51  -0.38
F -5.76 -2.24 8.23  -0.39
F -3.53 -2.47 8.45  -0.42
B 1.14 8.79 4.57  0.60
F 0.00 9.34 4.94  -0.36
F 1.78 8.33 5.72  -0.43
F 0.98 7.78 3.64  -0.42
F 1.82 9.82 4.01  -0.39
B 0.70 0.22 0.47  0.60
F 0.76 1.59 0.35  -0.41
F 1.80 -0.22 1.14  -0.41
F -0.36 0.01 1.21  -0.35
F 0.64 -0.44 -0.75  -0.43

A cluster of 3 separate species, C46H88IN5O5 in total. Source: the OMol25 dataset; level of theory: wB97M-V/def2-TZVPD.

Output
LUMO level (spin up / spin down)	0.37 / -0.01	eV
⟨S²⟩	2.01
2S+1	3
HOMO energy (spin up / spin down)	-8.41 / -8.59	eV
calculated total energy	-74914.0000	eV
orbital gap (spin up / spin down)	8.8 / 8.6	eV

Last column: Mulliken spin population.
Positions of all 145 atoms, in Å:
C 7.73 -3.13 0.14  0.00
C 8.18 -2.29 -1.08  0.00
C 6.99 -1.75 -1.85  0.00
C 7.33 -0.53 -2.72  0.00
C 7.40 0.78 -1.92  0.00
C 6.02 1.40 -1.66  0.00
C 6.11 2.92 -1.54  0.00
C 4.74 3.58 -1.35  0.00
C 4.14 3.24 0.04  0.00
C 2.67 2.85 0.03  0.00
C 2.34 1.79 -1.03  0.00
C 1.08 1.01 -0.69  0.00
C 0.56 0.10 -1.86  0.00
C 1.60 -0.15 -2.95  0.00
O 1.64 0.89 -3.92  0.00
C 2.08 0.49 -5.15  0.00
C 3.24 -0.47 -5.25  0.00
O 1.55 0.96 -6.15  0.00
C -0.59 0.98 -2.46  0.00
O -0.59 2.18 -2.66  0.00
N -1.61 0.11 -2.65  0.00
C -1.51 -1.24 -2.14  0.00
N -2.75 -1.39 -1.34  0.00
C -2.80 -2.14 -0.31  0.00
C -2.38 -3.58 -0.23  0.00
C -3.41 -1.59 0.95  0.00
C -1.45 -2.19 -3.41  0.00
I -3.34 -3.21 -3.79  0.00
C -1.09 -1.51 -4.74  0.00
C -0.58 -2.55 -5.77  0.00
C -0.18 -1.14 -1.32  0.00
C 0.70 -2.38 -1.21  0.00
C 1.60 -2.36 0.04  0.00
C 0.82 -2.42 1.36  0.00
N 1.09 -1.29 2.26  0.00
H 6.73 -3.54 0.00  0.00
H 7.81 -2.53 1.05  0.00
H 8.40 -3.98 0.27  0.00
H 8.76 -1.45 -0.70  0.00
H 8.83 -2.90 -1.70  0.00
H 6.60 -2.53 -2.51  0.00
H 6.18 -1.47 -1.18  0.00
H 6.56 -0.43 -3.49  0.00
H 8.28 -0.72 -3.22  0.00
H 8.04 1.47 -2.47  0.00
H 7.91 0.58 -0.97  0.00
H 5.67 0.97 -0.72  0.00
H 5.38 1.10 -2.49  0.00
H 6.68 3.13 -0.63  0.00
H 6.60 3.32 -2.42  0.00
H 4.06 3.36 -2.18  0.00
H 4.92 4.65 -1.36  0.00
H 4.75 2.47 0.52  0.00
H 4.25 4.13 0.66  0.00
H 2.00 3.70 -0.11  0.01
H 2.43 2.40 1.00  0.00
H 3.20 1.12 -1.15  0.00
H 2.24 2.30 -1.98  0.00
H 0.32 1.73 -0.40  0.00
H 1.30 0.35 0.15  0.00
H 1.33 -1.09 -3.44  0.00
H 2.59 -0.33 -2.53  0.00
H 2.93 -1.50 -5.37  0.00
H 3.79 -0.18 -6.14  0.00
H 3.91 -0.33 -4.40  0.00
H -2.44 0.39 -3.14  0.00
H -1.88 -3.76 0.73  0.00
H -1.66 -3.83 -1.00  0.00
H -3.24 -4.25 -0.30  0.01
H -4.30 -2.20 1.16  0.01
H -3.76 -0.57 0.81  0.00
H -2.75 -1.72 1.80  0.00
H -0.74 -2.99 -3.24  0.00
H -1.96 -1.04 -5.17  0.00
H -0.31 -0.77 -4.63  0.00
H -1.35 -2.90 -6.44  0.00
H 0.19 -2.05 -6.37  0.00
H -0.07 -3.36 -5.25  0.00
H -0.46 -0.80 -0.32  0.00
H 0.13 -3.31 -1.15  0.00
H 1.38 -2.49 -2.05  0.00
H 2.18 -3.28 -0.02  0.00
H 2.31 -1.54 0.00  0.00
H -0.25 -2.49 1.12  0.00
H 1.08 -3.34 1.88  0.00
H 0.60 -1.48 3.13  0.00
H 0.63 -0.46 1.90  0.00
C 1.45 8.52 3.92  0.01
C 1.66 7.22 3.10  0.02
C 2.00 7.55 1.64  0.02
C 0.82 8.02 0.82  -0.02
C -0.32 7.01 0.90  0.02
C -0.73 6.69 2.34  0.03
N 0.45 6.34 3.20  0.37
O 0.80 5.12 2.95  0.55
C -1.50 7.91 2.91  0.02
C -1.75 5.56 2.34  -0.01
C 2.88 6.56 3.73  -0.01
H 1.85 9.39 3.39  0.00
H 0.41 8.74 4.16  -0.01
H 1.96 8.46 4.88  0.00
H 2.42 6.65 1.16  0.00
H 2.80 8.30 1.62  0.00
H 0.49 9.01 1.16  0.00
H 1.12 8.15 -0.22  0.00
H -1.19 7.37 0.35  0.00
H 0.00 6.09 0.40  0.01
H -1.68 7.79 3.98  -0.01
H -2.47 8.00 2.41  0.00
H -0.99 8.86 2.75  0.00
H -1.37 4.67 1.84  0.00
H -2.64 5.87 1.80  0.00
H -2.03 5.28 3.35  0.00
H 2.67 6.24 4.75  0.00
H 3.70 7.27 3.76  0.00
H 3.22 5.69 3.16  0.00
C -8.37 -4.53 3.85  0.01
C -7.37 -4.26 2.70  0.02
C -8.06 -4.37 1.34  0.02
C -8.36 -5.80 0.91  -0.02
C -7.09 -6.63 0.95  0.02
C -6.39 -6.59 2.31  0.03
N -6.20 -5.19 2.80  0.39
O -5.18 -4.67 2.18  0.53
C -7.21 -7.43 3.31  0.01
C -5.05 -7.32 2.21  0.00
C -6.94 -2.81 2.89  0.00
H -9.40 -4.46 3.51  0.00
H -8.24 -5.49 4.34  -0.01
H -8.25 -3.79 4.65  0.00
H -7.43 -3.91 0.57  0.01
H -8.98 -3.79 1.36  0.00
H -9.13 -6.24 1.56  0.00
H -8.77 -5.80 -0.10  0.00
H -7.32 -7.67 0.69  0.00
H -6.41 -6.27 0.17  0.01
H -6.84 -7.31 4.32  -0.01
H -7.14 -8.49 3.06  0.00
H -8.28 -7.19 3.30  0.00
H -4.41 -6.90 1.44  0.00
H -5.21 -8.36 1.97  0.00
H -4.51 -7.27 3.16  0.00
H -6.38 -2.68 3.81  0.00
H -7.83 -2.18 2.94  0.00
H -6.33 -2.44 2.06  0.00

An isolated molecule of C4H8O3. Source: the OMol25 dataset; level of theory: wB97M-V/def2-TZVPD.

Output
LUMO level	0.46	eV
structure (SMILES)	C=C(CO)OCO
HOMO energy	-9.26	eV
calculated total energy	-10416.9604	eV
orbital gap	9.7	eV
energy above the lowest of the compared OMol25 structures with the same formula, charge and spin	390.1	kJ/mol

Last column: Mulliken charge in e.
Positions of all 15 atoms, in Å:
O 0.38 -1.54 2.36  -0.48
C 0.36 -0.62 1.38  0.05
C 0.31 1.75 0.04  -0.89
C 0.43 0.57 -0.60  0.62
O 1.23 -0.43 -0.14  -0.58
C -0.57 0.12 -1.66  -0.42
O -0.84 -1.25 -1.46  -0.55
H -0.44 -2.07 2.34  0.39
H -0.58 -0.63 0.86  0.22
H 0.87 0.26 1.72  0.13
H 1.03 2.07 0.79  0.36
H -0.53 2.41 -0.14  0.23
H -1.51 0.68 -1.55  0.30
H -0.19 0.31 -2.68  0.27
H 0.04 -1.62 -1.26  0.34